Density functional theory data (ωB97M-V/def2-TZVPD) for 3 unconnected molecules or ions with the total composition C3H2BrNO4 at a distorted geometry.

The geometry in XYZ format:
```
11
C3H2BrNO4 | the OMol25 dataset | ωB97M-V/def2-TZVPD
Br -1.76 1.89 0.39
O -1.74 -2.23 1.12
O -0.85 2.66 -2.08
O -3.86 -1.88 1.88
O 1.30 -2.14 0.55
N 1.21 -0.86 0.21
C 1.05 0.25 -0.10
C -0.49 2.52 -1.00
C -2.81 -2.10 1.47
H 0.47 -2.53 0.77
H 0.31 2.66 -0.35
```

Values from the calculation:
Gap between HOMO and LUMO = 10.5 eV
Relative energy (zero: lowest compared OMol25 entry of this formula, charge and spin) = 321.5 kJ/mol

Here are the Löwdin charges for atoms 1 to 8, given in e:
1. Br 0.540
2. O 0.207
3. O 0.056
4. O 0.234
5. O 0.058
6. N -0.114
7. C 0.060
8. C -0.691

Density functional theory data (ωB97M-V/def2-TZVPD) for a molecular structure, C3H2Cl2CoMnO4 at a distorted geometry.

The geometry in XYZ format:
```
13
C3H2Cl2CoMnO4 | the OMol25 dataset | ωB97M-V/def2-TZVPD
Co -0.34 0.06 1.07
Mn 0.04 0.08 -1.54
Cl -1.76 0.92 -0.75
Cl 1.30 -1.04 0.00
O 0.52 -2.47 -3.92
O -0.38 1.28 -4.29
O 0.06 1.63 3.05
O -0.45 -1.76 3.40
C -0.56 -1.02 2.51
C 0.96 -1.55 -3.37
C 0.13 1.20 -3.25
H -0.48 1.34 3.80
H 0.97 1.33 3.30
```

Values from the calculation:
Spin multiplicity = 9
Gap between HOMO and LUMO (spin up / spin down) = 6.8 / 5.5 eV
Total charge = +4

Here are the Löwdin charges for atoms 1 to 8, given in e:
1. Co 0.530
2. Mn 0.494
3. Cl 0.524
4. Cl 0.491
5. O 0.256
6. O 0.319
7. O 0.437
8. O 0.353

Density functional theory data (ωB97M-V/def2-TZVPD) for 2 unconnected molecules or ions with the total composition C3H2Cl4 at a distorted geometry.

The geometry in XYZ format:
```
9
C3H2Cl4 | the OMol25 dataset | ωB97M-V/def2-TZVPD
Cl -1.86 0.48 -1.35
Cl 0.38 -2.18 0.48
Cl 0.55 0.33 2.29
Cl -1.93 -0.91 1.57
C 0.79 0.64 -1.05
C -0.35 0.41 -0.66
C -0.34 -0.66 1.12
H 1.75 0.60 -0.49
H 1.02 1.29 -1.90
```

Values from the calculation:
Gap between HOMO and LUMO = 10.0 eV
Relative energy (zero: lowest compared OMol25 entry of this formula, charge and spin) = 184.1 kJ/mol

Here are the Löwdin charges for atoms 1 to 8, given in e:
1. Cl 0.706
2. Cl 0.523
3. Cl 0.561
4. Cl 0.601
5. C -0.126
6. C -0.800
7. C -1.627
8. H 0.083

Density functional theory data (ωB97M-V/def2-TZVPD) for a molecular structure, C3H2ClF at a distorted geometry.

The geometry in XYZ format:
```
7
C3H2ClF | the OMol25 dataset | ωB97M-V/def2-TZVPD
Cl -3.38 0.00 -0.05
F 2.01 -1.24 -0.02
C -1.77 0.01 0.12
C -0.59 0.21 0.19
C 0.89 0.05 0.03
H 1.29 0.49 -1.03
H 1.55 0.47 0.77
```

Values from the calculation:
Spin multiplicity = 3
Gap between HOMO and LUMO (spin up / spin down) = 6.7 / 6.4 eV

Löwdin charges in e:
1. Cl 0.801
2. F -0.331
3. C -0.551
4. C -0.050
5. C -0.100
6. H 0.151
7. H 0.080

Density functional theory data (ωB97M-V/def2-TZVPD) for 2 unconnected molecules or ions with the total composition C3H2ClF2N at a distorted geometry.

The geometry in XYZ format:
```
9
C3H2ClF2N | the OMol25 dataset | ωB97M-V/def2-TZVPD
Cl 3.40 -0.23 -1.45
F -2.36 -0.90 0.12
F -0.12 1.84 0.55
N 0.84 -1.45 1.36
C -0.11 -0.90 1.02
C -1.18 1.07 0.23
C -1.27 -0.20 0.49
H 2.88 -0.97 -2.44
H -2.08 1.72 0.12
```

Values from the calculation:
Spin multiplicity = 3
Gap between HOMO and LUMO (spin up / spin down) = 7.5 / 8.1 eV
Relative energy (zero: lowest compared OMol25 entry of this formula, charge and spin) = 121.2 kJ/mol

Here are the Löwdin charges for atoms 1 to 8, given in e:
1. Cl 0.199
2. F 0.122
3. F 0.070
4. N 0.174
5. C -0.134
6. C -0.105
7. C -0.268
8. H -0.201

Density functional theory data (ωB97M-V/def2-TZVPD) for 2 unconnected molecules or ions with the total composition C3H2ClF3 at a distorted geometry.

The geometry in XYZ format:
```
9
C3H2ClF3 | the OMol25 dataset | ωB97M-V/def2-TZVPD
Cl -3.84 0.10 -0.73
F -1.76 2.18 0.09
F 0.28 2.71 0.64
F -3.73 -2.08 0.43
C -3.04 -0.96 0.22
C -0.60 1.68 0.35
C -0.29 0.40 0.38
H 0.69 -0.06 0.20
H -1.18 -0.17 0.50
```

Values from the calculation:
Gap between HOMO and LUMO = 8.9 eV
Relative energy (zero: lowest compared OMol25 entry of this formula, charge and spin) = 317.8 kJ/mol

Here are the Löwdin charges for atoms 1 to 8, given in e:
1. Cl 0.770
2. F 0.117
3. F 0.053
4. F -0.055
5. C -0.555
6. C -0.442
7. C 0.066
8. H 0.088

Density functional theory data (ωB97M-V/def2-TZVPD) for C3H2ClF3N2O3 in the gas phase at a distorted geometry.

The geometry in XYZ format:
```
14
C3H2ClF3N2O3 | the OMol25 dataset | ωB97M-V/def2-TZVPD
Cl -3.54 -0.10 1.88
F -1.98 -3.42 -1.60
F 0.01 -3.08 -0.84
F -0.76 -1.85 -2.42
O -0.20 1.72 1.69
O -1.93 1.90 2.95
O -1.72 -1.64 -0.34
N -0.06 -0.06 -0.05
N -1.34 1.38 2.03
C -1.27 -0.45 0.33
C -1.98 0.35 1.34
C -1.09 -2.52 -1.32
H 0.32 0.77 0.46
H 0.49 -0.56 -0.73
```

Values from the calculation:
Gap between HOMO and LUMO = 8.8 eV
Relative energy (zero: lowest compared OMol25 entry of this formula, charge and spin) = 17.2 kJ/mol

Here are the Löwdin charges for atoms 1 to 8, given in e:
1. Cl 0.732
2. F 0.227
3. F 0.199
4. F 0.192
5. O 0.004
6. O 0.041
7. O 0.081
8. N 0.192

Density functional theory data (ωB97M-V/def2-TZVPD) for a molecular structure, C3H2ClF6MgNO8S2 at a distorted geometry.

The geometry in XYZ format:
```
24
C3H2ClF6MgNO8S2 | the OMol25 dataset | ωB97M-V/def2-TZVPD
Cl 2.97 -1.35 2.12
S -0.99 -0.95 -1.13
S 0.08 1.78 -0.87
Mg 1.17 -0.65 0.38
F 0.26 3.26 1.32
F -3.52 0.07 -1.72
F -1.76 3.03 0.60
F -3.51 -1.39 -0.11
F -2.91 0.64 0.27
F -0.80 1.42 1.67
O 3.76 -1.24 0.91
O -0.75 -1.14 0.40
O 1.37 1.22 -0.35
O 3.74 -1.78 3.24
O 2.34 -0.04 2.34
O -1.69 -1.91 -2.02
O 0.20 3.07 -1.50
O 1.84 -2.25 1.83
N -0.81 0.79 -1.59
C -0.60 2.38 0.76
C -2.80 -0.36 -0.65
C 0.74 -1.37 -1.57
H 0.99 -0.80 -2.47
H 0.68 -2.43 -1.85
```

Values from the calculation:
Gap between HOMO and LUMO = 6.4 eV
Total charge = -2
Relative energy (zero: lowest compared OMol25 entry of this formula, charge and spin) = 43.5 kJ/mol

Here are the Löwdin charges for atoms 1 to 8, given in e:
1. Cl 0.676
2. S 0.574
3. S 0.538
4. Mg 0.597
5. F 0.090
6. F 0.045
7. F 0.103
8. F 0.045

Density functional theory data (ωB97M-V/def2-TZVPD) for C3H2ClFO2 in the gas phase at a distorted geometry.

The geometry in XYZ format:
```
9
C3H2ClFO2 | the OMol25 dataset | ωB97M-V/def2-TZVPD
Cl -1.00 -0.18 3.91
F -3.16 0.90 1.49
O -1.41 0.62 0.07
O 0.19 -0.19 1.55
C -1.01 0.12 2.26
C -0.21 -0.07 0.19
C -1.95 0.57 1.38
H 0.68 0.56 -0.37
H -0.37 -1.09 -0.16
```

Values from the calculation:
Gap between HOMO and LUMO = 9.2 eV
Relative energy (zero: lowest compared OMol25 entry of this formula, charge and spin) = 178.1 kJ/mol

Here are the Löwdin charges for atoms 1 to 8, given in e:
1. Cl 0.773
2. F 0.205
3. O 0.025
4. O -0.087
5. C -0.677
6. C -0.206
7. C -0.354
8. H 0.189

Density functional theory data (ωB97M-V/def2-TZVPD) for C3H2ClN in the gas phase at a distorted geometry.

The geometry in XYZ format:
```
7
C3H2ClN | the OMol25 dataset | ωB97M-V/def2-TZVPD
Cl 1.71 -1.29 -0.02
N -2.17 -1.31 -0.01
C 0.27 -0.37 -0.02
C 0.38 0.93 -0.05
C -1.03 -0.98 -0.03
H -0.50 1.52 0.03
H 1.34 1.51 0.10
```

Values from the calculation:
Gap between HOMO and LUMO = 10.5 eV
Relative energy (zero: lowest compared OMol25 entry of this formula, charge and spin) = 38.2 kJ/mol

Löwdin charges in e:
1. Cl 0.701
2. N 0.161
3. C -0.798
4. C -0.012
5. C -0.225
6. H 0.073
7. H 0.100

Density functional theory data (ωB97M-V/def2-TZVPD) for C3H2ClN in the gas phase at a distorted geometry.

The geometry in XYZ format:
```
7
C3H2ClN | the OMol25 dataset | ωB97M-V/def2-TZVPD
Cl -2.71 1.36 -0.01
N -2.75 -2.41 0.02
C -0.24 -0.01 0.01
C -2.21 -1.41 -0.04
C -1.54 0.08 0.06
H 0.27 -0.90 -0.26
H 0.16 1.01 0.06
```

Values from the calculation:
Gap between HOMO and LUMO = 11.2 eV
Relative energy (zero: lowest compared OMol25 entry of this formula, charge and spin) = 101.6 kJ/mol

Löwdin charges in e:
1. Cl 0.677
2. N 0.118
3. C -0.010
4. C -0.222
5. C -0.723
6. H 0.076
7. H 0.083

Density functional theory data (ωB97M-V/def2-TZVPD) for C3H2ClNO in the gas phase at a distorted geometry.

The geometry in XYZ format:
```
8
C3H2ClNO | the OMol25 dataset | ωB97M-V/def2-TZVPD
Cl 1.25 -0.12 3.14
O -0.11 2.78 2.59
N 0.04 1.91 1.77
C 0.14 -0.19 0.65
C -0.17 0.20 -0.54
C 0.38 0.69 1.85
H -0.20 0.74 -1.41
H 0.12 -1.33 0.81
```

Values from the calculation:
Gap between HOMO and LUMO (spin up / spin down) = 9.2 / 7.5 eV
Relative energy (zero: lowest compared OMol25 entry of this formula, charge and spin) = 531.8 kJ/mol

Löwdin charges in e:
1. Cl 0.655
2. O 0.071
3. N -0.070
4. C -0.251
5. C 0.155
6. C -0.695
7. H 0.016
8. H 0.119

Density functional theory data (ωB97M-V/def2-TZVPD) for C3H2ClNO in the gas phase at a distorted geometry.

The geometry in XYZ format:
```
8
C3H2ClNO | the OMol25 dataset | ωB97M-V/def2-TZVPD
Cl 1.98 0.22 -1.18
O 1.03 -2.94 -0.23
N -0.51 0.18 0.25
C 0.56 -0.52 -0.29
C 0.77 -1.81 -0.22
C -1.10 1.32 0.48
H -2.00 1.26 1.06
H -0.73 2.29 0.13
```

Values from the calculation:
Gap between HOMO and LUMO = 9.0 eV
Relative energy (zero: lowest compared OMol25 entry of this formula, charge and spin) = 187.0 kJ/mol

Löwdin charges in e:
1. Cl 0.568
2. O 0.215
3. N -0.031
4. C -0.655
5. C -0.210
6. C -0.007
7. H 0.057
8. H 0.064

Density functional theory data (ωB97M-V/def2-TZVPD) for a molecular structure, C3H2ClNO4S3 at a distorted geometry.

The geometry in XYZ format:
```
14
C3H2ClNO4S3 | the OMol25 dataset | ωB97M-V/def2-TZVPD
Cl -1.55 2.69 -2.14
S -0.98 -2.64 0.31
S -3.08 -0.53 0.67
S 0.07 1.92 -1.02
O 1.89 -0.05 0.61
O -0.53 1.09 0.93
O 1.08 2.89 -0.75
O 0.40 0.61 -1.52
N -0.42 -0.16 0.82
C 0.85 -0.80 0.57
C -1.52 -1.05 0.56
C 0.72 -2.11 0.27
H 1.47 -2.70 -0.07
H 1.60 0.84 0.76
```

Values from the calculation:
Gap between HOMO and LUMO (spin up / spin down) = 5.7 / 6.5 eV
Relative energy (zero: lowest compared OMol25 entry of this formula, charge and spin) = 50.7 kJ/mol

Here are the Löwdin charges for atoms 1 to 8, given in e:
1. Cl 0.281
2. S 1.010
3. S 0.707
4. S 0.496
5. O 0.156
6. O -0.109
7. O -0.333
8. O -0.343

Density functional theory data (ωB97M-V/def2-TZVPD) for C3H2ClNOS in the gas phase at a distorted geometry.

The geometry in XYZ format:
```
9
C3H2ClNOS | the OMol25 dataset | ωB97M-V/def2-TZVPD
Cl 3.15 0.63 0.05
S -1.59 -0.71 -0.12
O -1.88 1.90 -0.05
N 0.99 -0.95 0.02
C -0.10 -1.53 0.13
C 1.97 -0.46 -0.56
C -0.98 0.94 0.02
H -1.23 2.66 0.03
H -0.33 -2.48 0.46
```

Values from the calculation:
Gap between HOMO and LUMO (spin up / spin down) = 7.9 / 7.9 eV
Relative energy (zero: lowest compared OMol25 entry of this formula, charge and spin) = 456.5 kJ/mol

Here are the Löwdin charges for atoms 1 to 8, given in e:
1. Cl 0.559
2. S 0.933
3. O -0.075
4. N -0.124
5. C -0.507
6. C -0.544
7. C -0.410
8. H 0.122

Density functional theory data (ωB97M-V/def2-TZVPD) for a gas-phase ion, C3H2ClO3 (charge -1) at a distorted geometry.

The geometry in XYZ format:
```
9
C3H2ClO3 | the OMol25 dataset | ωB97M-V/def2-TZVPD
Cl -0.77 2.15 -0.38
O 0.46 0.40 1.21
O -2.41 -0.62 -0.21
O -0.61 -1.95 -0.41
C -0.22 0.44 0.02
C 1.26 0.28 0.05
C -1.23 -0.96 -0.16
H 1.92 1.11 -0.20
H 1.59 -0.84 0.08
```

Values from the calculation:
Spin multiplicity = 3
Gap between HOMO and LUMO (spin up / spin down) = 3.3 / 6.8 eV
Total charge = -1
Relative energy (zero: lowest compared OMol25 entry of this formula, charge and spin) = 100.5 kJ/mol

Here are the Löwdin charges for atoms 1 to 8, given in e:
1. Cl 0.127
2. O -0.076
3. O 0.097
4. O 0.093
5. C -0.706
6. C -0.165
7. C -0.601
8. H 0.100

Density functional theory data (ωB97M-V/def2-TZVPD) for a molecular structure, C3H2CuO3 at a distorted geometry.

The geometry in XYZ format:
```
9
C3H2CuO3 | the OMol25 dataset | ωB97M-V/def2-TZVPD
Cu -0.59 -0.84 -0.17
O -0.49 0.87 0.77
O 1.21 -0.66 -0.55
O -3.66 -2.13 -0.12
C 1.59 0.57 -0.27
C 0.58 1.39 0.41
C -2.62 -1.71 -0.12
H 2.21 1.12 -1.00
H 1.77 1.38 1.03
```

Values from the calculation:
Spin multiplicity = 3
Gap between HOMO and LUMO (spin up / spin down) = 9.3 / 6.4 eV
Total charge = +1
Relative energy (zero: lowest compared OMol25 entry of this formula, charge and spin) = 142.8 kJ/mol

Here are the Löwdin charges for atoms 1 to 8, given in e:
1. Cu 0.812
2. O -0.069
3. O -0.081
4. O 0.220
5. C -0.216
6. C -0.173
7. C 0.103
8. H 0.167

Density functional theory data (ωB97M-V/def2-TZVPD) for a molecular structure, C3H2EuO2 at a distorted geometry.

The geometry in XYZ format:
```
8
C3H2EuO2 | the OMol25 dataset | ωB97M-V/def2-TZVPD
Eu -1.85 -1.39 2.39
O -1.31 -1.11 -0.02
O 0.86 -1.80 0.17
C -0.02 -0.96 0.02
C 0.48 1.30 -0.76
C 0.20 0.49 0.27
H 0.25 2.37 -0.73
H 1.39 1.10 -1.34
```

Values from the calculation:
Spin multiplicity = 8
Gap between HOMO and LUMO (spin up / spin down) = 7.9 / 7.9 eV
Total charge = +2
Relative energy (zero: lowest compared OMol25 entry of this formula, charge and spin) = 119.7 kJ/mol

Löwdin charges in e:
1. Eu 1.926
2. O -0.156
3. O 0.205
4. C -0.756
5. C 0.233
6. C 0.244
7. H 0.142
8. H 0.161

Density functional theory data (ωB97M-V/def2-TZVPD) for 2 unconnected molecules or ions with the total composition C3H2F2O at a distorted geometry.

The geometry in XYZ format:
```
8
C3H2F2O | the OMol25 dataset | ωB97M-V/def2-TZVPD
F 1.48 -0.57 -1.27
F 0.31 -0.67 2.10
O -1.44 2.56 -0.91
C -1.69 1.41 -0.80
C 1.04 -0.97 1.05
C 0.85 -0.46 -0.13
H -2.39 0.57 -1.28
H 1.84 -1.86 1.24
```

Values from the calculation:
Gap between HOMO and LUMO (spin up / spin down) = 10.1 / 7.2 eV
Relative energy (zero: lowest compared OMol25 entry of this formula, charge and spin) = 536.5 kJ/mol

Löwdin charges in e:
1. F 0.067
2. F 0.013
3. O 0.018
4. C -0.056
5. C -0.223
6. C -0.074
7. H 0.088
8. H 0.167

Density functional theory data (ωB97M-V/def2-TZVPD) for a molecular structure, C3H2F2O at a distorted geometry.

The geometry in XYZ format:
```
8
C3H2F2O | the OMol25 dataset | ωB97M-V/def2-TZVPD
F 1.59 0.26 1.08
F 1.67 0.44 -1.06
O 0.22 -1.40 -0.14
C -0.91 -0.69 0.10
C 0.93 0.24 -0.09
C -0.56 0.60 -0.02
H -1.04 1.60 -0.16
H -1.91 -1.04 0.29
```

Values from the calculation:
Gap between HOMO and LUMO = 10.2 eV
Relative energy (zero: lowest compared OMol25 entry of this formula, charge and spin) = 188.8 kJ/mol

Löwdin charges in e:
1. F 0.138
2. F 0.263
3. O -0.025
4. C -0.184
5. C -0.426
6. C 0.003
7. H 0.114
8. H 0.116